Record 1
{"formula": "C20H19AsN2O10STeTi", "method": "wB97M-V/def2-TZVPD", "charge": -2, "e_above_lowest_kcal_mol": 0.0, "homo_ev": [-0.56, -1.49], "multiplicity": 3, "s2": 2.004, "species": ["Ti", "O", "C", "O", "C", "C", "N", "N", "C", "C", "O", "O", "H", "H", "H", "O", "As", "O", "O", "C", "C", "C", "C", "C", "C", "S", "O", "O", "O", "H", "H", "H", "H", "H", "C", "C", "C", "C", "C", "C", "Te", "C", "C", "C", "H", "H", "H", "H", "H", "H", "H", "H", "H", "H", "H"], "positions_angstrom": [[-1.0166, -0.5778, -0.7471], [3.1946, -1.2617, 3.3010], [2.8469, 0.0088, 3.2842], [3.3249, 0.8209, 4.0554], [1.8507, 0.4122, 2.2612], [1.3194, 1.6817, 2.1284], [0.4704, 1.6558, 1.0815], [0.4141, 0.4374, 0.5390], [1.2136, -0.3354, 1.2438], [1.1250, -1.7987, 0.9599], [1.8773, -2.5833, 1.5861], [0.2379, -2.1168, 0.1258], [2.6718, -1.8242, 2.6027], [1.4913, 2.5681, 2.7131], [-0.3161, 2.2900, 0.8783], [-3.8192, 1.0806, 2.7034], [-3.0810, 1.1773, 1.0747], [-2.2416, 2.5869, 0.9829], [-2.2384, -0.2431, 0.9354], [-4.7692, 1.0324, 0.1134], [-5.9202, 1.4411, 0.7817], [-7.1724, 1.2880, 0.2048], [-7.2854, 0.7147, -1.0525], [-6.1444, 0.3161, -1.7310], [-4.8910, 0.4712, -1.1557], [-3.4628, 0.0222, -2.1538], [-3.9055, 0.1702, -3.5151], [-3.0384, -1.3283, -1.7764], [-2.4402, 0.9777, -1.6959], [-3.0984, 0.9259, 3.3244], [-5.8294, 1.8667, 1.7716], [-8.0565, 1.6135, 0.7398], [-8.2592, 0.5896, -1.5111], [-6.2018, -0.0986, -2.7288], [5.6345, -0.8710, 0.8733], [4.5104, -0.7627, -0.1233], [4.0613, 0.4666, -0.5757], [2.9948, 0.5798, -1.4677], [2.5554, 1.9598, -1.8785], [2.3471, -0.5733, -1.9397], [0.6183, -0.4065, -3.1878], [2.7995, -1.8260, -1.4888], [2.1269, -3.1053, -1.9026], [3.8670, -1.8976, -0.5990], [5.9447, 0.1157, 1.2201], [6.5092, -1.3662, 0.4407], [5.3260, -1.4485, 1.7474], [4.5300, 1.3732, -0.2017], [3.0768, 2.7197, -1.2915], [1.4799, 2.0785, -1.7485], [2.7497, 2.1347, -2.9398], [1.0631, -3.0648, -1.6665], [2.5708, -3.9553, -1.3808], [2.2099, -3.2585, -2.9814], [4.1746, -2.8733, -0.2333]], "forces_ev_per_a": [[-0.1, -0.1, -0.5], [-0.1, -0.1, 0.0], [0.0, 0.1, -0.2], [0.0, 0.0, 0.0], [-0.1, 0.1, 0.1], [-0.1, -0.2, -0.1], [0.1, 0.2, 0.1], [-0.2, 0.1, 0.2], [0.2, -0.1, 0.1], [0.1, -0.1, 0.0], [-0.2, 0.0, 0.1], [-0.2, 0.0, 0.3], [0.1, 0.1, 0.0], [0.0, 0.0, 0.0], [0.1, -0.1, 0.0], [0.0, 0.1, 0.0], [-0.1, 0.0, 0.0], [0.0, 0.0, 0.0], [-0.1, -0.1, 0.1], [0.0, 0.0, 0.1], [0.0, 0.0, 0.1], [0.0, 0.0, 0.0], [0.0, 0.0, 0.0], [0.0, 0.0, -0.1], [0.0, 0.0, -0.1], [0.0, 0.1, 0.1], [0.0, 0.0, 0.0], [0.0, -0.1, 0.1], [0.0, 0.0, 0.0], [0.0, 0.0, 0.0], [0.0, 0.0, 0.0], [0.0, 0.0, 0.0], [0.0, 0.0, 0.0], [0.0, 0.0, 0.0], [0.0, 0.0, 0.0], [0.1, -0.1, 0.0], [-0.1, 0.0, 0.0], [0.1, 0.0, 0.0], [0.0, 0.0, 0.0], [0.0, 0.1, 0.0], [0.1, -0.1, 0.2], [0.0, 0.0, -0.1], [0.0, 0.0, -0.2], [0.1, 0.1, -0.1], [0.0, 0.0, 0.0], [0.0, 0.0, 0.0], [0.0, 0.0, 0.0], [0.0, 0.0, 0.0], [0.0, 0.0, 0.0], [0.0, 0.0, 0.0], [0.0, 0.0, 0.0], [0.1, -0.1, -0.1], [0.0, 0.0, 0.0], [0.0, 0.0, 0.0], [0.0, 0.0, 0.0]]}


Record 2
{"formula": "C4H7N3S3", "method": "wB97M-V/def2-TZVPD", "e_above_lowest_kcal_mol": 53.2, "homo_ev": [-7.85, -7.85], "multiplicity": 1, "species": ["C", "C", "C", "C", "N", "N", "N", "S", "S", "S", "H", "H", "H", "H", "H", "H", "H"], "positions_angstrom": [[1.2391, 1.3176, -0.0896], [1.1368, -0.9873, -0.8522], [-1.0476, 0.5324, 0.2488], [-0.8211, -0.2350, 1.3812], [1.8477, 0.1894, -0.3932], [-0.1763, 1.3267, -0.3834], [0.2672, -1.0200, -1.7988], [2.0158, 2.6535, 0.4528], [1.3914, -2.2367, 0.3464], [-2.5200, 0.4348, -0.7423], [-1.6869, -0.6150, 1.7534], [-0.1272, 0.0408, 2.2180], [-0.2293, -1.2173, 1.0118], [2.7712, 0.2213, -0.0334], [-0.4472, 1.6408, -1.3054], [-0.2393, -1.9450, -1.9257], [-3.3741, -0.1011, 0.1116]], "forces_ev_per_a": [[-0.1, 1.2, -0.5], [-0.5, -2.7, 1.0], [-0.3, 1.6, -2.8], [3.0, -0.9, 1.2], [-1.9, 0.5, -1.4], [-0.4, -0.6, 1.1], [0.4, 0.5, 0.0], [-0.3, 0.1, 0.3], [0.2, -0.4, -0.4], [0.6, 0.2, 0.0], [-2.5, -1.0, 1.2], [-0.5, 0.5, -1.1], [0.0, 0.6, -0.1], [1.0, -1.1, 0.1], [0.2, 0.3, 0.0], [1.4, 1.4, 0.7], [-0.1, -0.2, 0.6]]}


Record 3
{"formula": "C8H16O2", "method": "wB97M-V/def2-TZVPD", "e_above_lowest_kcal_mol": 28.5, "homo_ev": -9.60, "multiplicity": 1, "species": ["O", "C", "C", "C", "C", "C", "H", "H", "H", "H", "H", "H", "H", "H", "H", "H", "O", "C", "C", "C", "H", "H", "H", "H", "H", "H"], "positions_angstrom": [[2.3934, 2.5894, 2.9313], [1.3886, 2.0487, 3.7819], [2.1002, 3.9418, 2.5986], [0.0226, 2.0466, 3.1101], [0.7811, 4.0646, 1.8488], [-0.3511, 3.4669, 2.6846], [1.7214, 1.0243, 4.0373], [1.3468, 2.6330, 4.7212], [2.9526, 4.2999, 1.9899], [2.0674, 4.5503, 3.5228], [0.0653, 1.3874, 2.2219], [-0.7303, 1.6270, 3.8048], [0.5861, 5.1291, 1.6159], [0.8670, 3.5203, 0.8888], [-0.4977, 4.0875, 3.5895], [-1.3016, 3.4695, 2.1172], [1.9180, -0.2882, -1.9320], [3.0600, -0.4617, -1.5388], [4.1895, 0.4622, -1.9320], [3.4261, -1.6129, -0.6307], [3.8198, 1.2608, -2.5969], [4.9772, -0.0998, -2.4614], [4.6318, 0.9277, -1.0352], [4.1758, -2.2595, -1.1171], [3.8486, -1.2348, 0.3155], [2.5345, -2.2199, -0.4001]], "forces_ev_per_a": [[-0.2, 0.2, 0.1], [0.2, -0.4, 0.2], [0.5, 0.2, -0.2], [-0.2, -0.3, 0.0], [0.0, 0.2, -0.4], [-0.3, 0.1, 0.0], [-0.2, 0.5, -0.1], [0.0, -0.1, -0.2], [-0.4, -0.2, 0.3], [0.0, -0.1, -0.2], [0.0, 0.2, 0.3], [0.3, 0.2, -0.3], [0.1, -0.4, 0.1], [0.0, 0.2, 0.4], [0.0, -0.2, -0.3], [0.4, 0.0, 0.3], [1.0, -0.1, 0.3], [-0.8, 0.1, -0.3], [0.1, 0.4, -0.3], [-0.2, -0.4, 0.3], [0.1, -0.4, 0.3], [-0.2, 0.2, 0.3], [-0.1, -0.3, -0.3], [-0.2, 0.3, 0.2], [0.0, -0.1, -0.4], [0.4, 0.3, -0.2]]}


Question: What is the formula in the first record?
Answer: C20H19AsN2O10STeTi